Record 1
# C9H18BrClN5O7P2

2 unconnected molecules or ions with the total composition C9H18BrClN5O7P2 (ωB97M-V/def2-TZVPD, the OMol25 dataset).

Calculated values
LUMO energy, eV: 1.515
Total charge: -1
Spin multiplicity: 1
HOMO-LUMO gap, hartree: 0.2888

XYZ file:
```
43
Properties=species:S:1:pos:R:3:lowdin_charge:R:1
C 2.98204 1.96294 -0.72502 -0.126
C 2.05584 1.23604 -1.91362 -0.304
C 0.52381 1.21417 -1.32709 -0.594
Br -0.27128 3.02929 -1.81348 0.645
C -0.46901 0.10606 -2.01383 -0.325
C 0.15572 -0.27113 -3.51886 -0.149
N 0.90121 -0.60023 -4.55422 0.089
C -0.62516 -1.30060 -1.18957 -0.519
C -1.70406 -2.25713 -2.03448 -0.154
N -2.62318 -3.08154 -2.42303 0.093
C -0.98120 -1.15188 0.39938 -0.135
C -2.29597 -0.24474 0.75232 -0.586
N -3.58329 -0.67635 0.08696 0.049
N -2.53281 -0.41681 2.26811 0.049
N -2.13807 1.24270 0.53070 0.064
P 1.08304 -2.21616 -1.39494 0.855
P 2.02232 -2.59975 0.53299 0.517
O 1.11116 -3.49054 1.47108 -0.429
O 3.54410 -3.45758 0.20970 -0.262
O 2.52471 -1.09484 1.33153 -0.266
H 2.20725 2.64442 -0.12801 0.073
H 3.38567 1.13403 0.02314 0.073
H 3.83528 2.63281 -1.16615 0.077
H 2.52544 0.18402 -2.11903 0.072
H 2.13530 1.94338 -2.84847 0.097
H 0.49991 1.15290 -0.14424 0.111
H -1.55283 0.52456 -2.20661 0.117
H -1.14513 -2.24586 0.84703 0.135
H -0.06575 -0.65364 0.97908 0.116
H -3.67102 -1.72233 0.07956 0.074
H -3.57894 -0.29997 -0.88887 0.065
H -1.67850 -0.11167 2.80689 0.064
H -2.73956 -1.43914 2.47258 0.084
H -2.69926 1.76942 1.25513 0.090
H -2.45283 1.55232 -0.41621 0.039
H 0.76778 -3.53465 -1.96089 -0.021
H 3.92504 -3.03034 -0.63652 0.076
H 1.97737 -0.98405 2.17392 0.096
O -0.13040 1.50873 3.78473 -0.409
Cl -0.27100 2.91027 3.44060 0.629
O -0.12894 3.71832 4.63625 -0.377
O -1.57925 3.13607 2.85751 -0.394
O 0.75448 3.27847 2.48392 -0.397
```

---

Record 2
# C9H18BrFN3O

A gas-phase ion, C9H18BrFN3O (charge +1) (ωB97M-V/def2-TZVPD, the OMol25 dataset).

Calculated values
LUMO energy, eV: -3.856
Total charge: +1
Spin multiplicity: 1
HOMO-LUMO gap, hartree: 0.3297

XYZ file:
```
33
Properties=species:S:1:pos:R:3:lowdin_charge:R:1
C -3.99414 0.09695 -0.11968 -0.089
C -3.63818 1.61598 0.24720 -0.142
C -2.75588 2.26682 -0.92008 -0.282
F -3.14182 3.56713 -1.21992 0.036
N -1.34621 2.16886 -0.49010 0.199
C -0.48590 1.38897 -1.09946 -0.212
N -0.72438 0.57322 -2.24093 0.162
C 0.34795 -0.45677 -2.27556 -0.315
O -0.05381 -1.77142 -2.62764 -0.017
C 0.97626 -0.32079 -0.80851 -0.255
C 2.49701 -0.68723 -0.62901 -0.161
C 2.70519 -2.00911 0.25030 -0.684
C 2.61127 -1.58883 1.78446 -0.145
Br 1.38141 -3.42610 -0.15502 0.703
N 0.91191 1.18218 -0.73815 0.085
H -4.27345 0.06340 -1.20948 0.077
H -4.84834 -0.21787 0.54533 0.092
H -3.10864 -0.57768 0.07862 0.077
H -2.98219 1.55235 1.16086 0.113
H -4.54138 2.23780 0.46431 0.126
H -2.97611 1.65327 -1.83636 0.148
H -0.98708 2.66462 0.33427 0.197
H -1.64899 0.14282 -2.31125 0.132
H 1.15479 -0.22101 -3.02214 0.169
H -1.01008 -1.83784 -2.77155 0.106
H 0.19856 -0.84412 -0.19112 0.138
H 3.08652 -0.69998 -1.58327 0.130
H 2.94678 0.14070 0.00075 0.120
H 3.72402 -2.42413 0.04447 0.095
H 1.62414 -1.07971 1.97864 0.080
H 2.64702 -2.50422 2.42915 0.076
H 3.47739 -0.93009 2.07084 0.090
H 1.57888 1.65774 -1.34924 0.151
```

---

Record 3
# C9H18Cl2N3O4PPrSm

A molecular structure, C9H18Cl2N3O4PPrSm (ωB97M-V/def2-TZVPD, the OMol25 dataset).

Calculated values
LUMO energy (spin up / spin down), eV: -15.408 / -14.071
Total charge: +4
Spin multiplicity: 8
HOMO-LUMO gap (spin up / spin down), hartree: 0.2098 / 0.2589

XYZ file:
```
39
Properties=species:S:1:pos:R:3:mulliken_spin:R:1
Sm -1.43236 -0.71396 -5.83417 5.064
Pr 0.19477 0.96065 -1.40624 2.017
Cl -0.80206 -2.76224 -4.61484 -0.049
Cl -1.23796 1.34230 -3.78076 -0.012
C 1.87714 2.88800 -0.56719 0.000
C -0.10151 -1.73667 -7.53337 -0.001
C 0.25660 0.67205 -6.81954 -0.006
O 2.60380 3.65885 -0.10251 0.002
O 0.69767 -2.18518 -8.24781 0.001
O 1.04058 1.31445 -7.38485 0.002
C 2.20198 0.51676 1.72916 0.001
N 1.31739 -0.03541 0.66254 -0.010
C 1.90221 -1.30148 0.09458 0.000
P -0.34768 -0.22359 1.00004 0.004
O -0.85235 -0.77314 -0.33554 -0.003
N -0.76456 -1.17154 2.21955 0.000
C -1.33034 -2.51117 1.94764 0.000
C -0.27431 -0.98809 3.60039 0.000
N -0.93272 1.37577 0.88671 -0.006
C -2.43287 1.38354 0.73089 0.000
C -0.49978 2.39175 1.90408 0.001
H 3.19484 0.62224 1.27735 0.000
H 2.24883 -0.18076 2.58148 -0.001
H 1.86805 1.50270 2.05888 0.000
H 1.70041 -2.15367 0.76843 0.000
H 1.49368 -1.50671 -0.91143 -0.001
H 2.98559 -1.15443 0.01741 0.000
H -2.09325 -2.45286 1.16654 0.000
H -0.55216 -3.22718 1.64137 0.000
H -1.79385 -2.86121 2.87590 0.000
H 0.76425 -1.34527 3.71385 0.000
H -0.33445 0.06602 3.90448 0.000
H -0.92980 -1.58223 4.25127 0.000
H -2.90826 0.87407 1.58753 0.000
H -2.74879 2.43163 0.70498 0.000
H -2.72047 0.89659 -0.21198 0.000
H -0.33386 1.92864 2.89161 0.000
H 0.39427 2.92362 1.55147 0.000
H -1.31866 3.11716 1.98208 0.000
```

---

Record 4
# C9H18ClF2O5PSi2Zn

A molecular structure, C9H18ClF2O5PSi2Zn (ωB97M-V/def2-TZVPD, the OMol25 dataset).

Calculated values
LUMO energy, eV: -11.852
Total charge: +2
Spin multiplicity: 1
HOMO-LUMO gap, hartree: 0.0705

XYZ file:
```
39
Properties=species:S:1:pos:R:3:lowdin_charge:R:1
C 3.27314 -0.75776 1.31218 -0.076
O 1.96601 -0.51970 1.82108 -0.222
C 1.24134 0.56434 1.28932 -0.252
Si -0.39229 -0.05520 0.61926 0.629
C -1.26563 -1.29727 1.67443 -0.142
C -1.48144 -0.88248 3.11742 -0.380
C -1.88041 0.48968 3.49867 -0.013
O -0.51509 -0.12417 3.73783 -0.051
O -0.26951 -0.76853 -0.92464 -0.303
Si 0.91755 -0.71847 -1.99578 0.517
C 1.34499 0.92794 -2.75982 -0.148
C 2.67008 0.68883 -3.43754 -0.538
O 3.00862 -0.38921 -3.79523 0.118
F 3.40670 1.77861 -3.62754 0.167
P 0.06544 -1.97128 -3.87232 0.596
O 0.17155 -3.52198 -3.63053 -0.242
Cl -1.82660 -1.64871 -4.10034 0.517
C -1.49169 1.47008 0.21315 -0.411
C -2.96781 1.17490 0.19928 -0.129
F -1.14429 1.91076 -1.08846 -0.099
H 3.28565 -1.65323 0.68743 0.079
H 3.65095 0.10133 0.75304 0.089
H 3.93649 -0.93196 2.15682 0.102
H 1.83711 1.18683 0.60813 0.096
H 0.95993 1.23316 2.11602 0.105
H -2.22801 -1.60456 1.26057 0.102
H -0.60599 -2.17056 1.73629 0.108
H -1.94408 -1.64691 3.72765 0.153
H -1.57518 1.41338 3.02253 0.098
H -2.33162 0.56857 4.47815 0.118
H 2.08998 -1.52630 -1.64782 0.046
H 1.31213 1.76550 -2.06420 0.101
H 0.63053 1.18114 -3.55197 0.116
H 1.05910 -3.84047 -3.37903 0.120
H -1.26057 2.31225 0.87862 0.082
H -3.23647 0.56041 -0.66012 0.103
H -3.30772 0.67261 1.10464 0.089
H -3.59664 2.11688 0.09790 -0.117
Zn -3.50626 3.91154 0.42494 0.872
```

---

Record 5
# C9H18ClNO3

C9H18ClNO3 in the gas phase (ωB97M-V/def2-TZVPD, the OMol25 dataset).

Calculated values
LUMO energy, eV: 0.629
Spin multiplicity: 1
ΔE to the lowest compared entry with this formula, charge and spin, kcal/mol: 7.5
HOMO-LUMO gap, hartree: 0.3766

XYZ file:
```
32
Properties=species:S:1:pos:R:3:lowdin_charge:R:1
C 3.58907 -1.49255 1.30689 -0.106
O 3.43761 -0.20272 0.72016 -0.185
C 2.14560 -0.09812 0.13689 -0.255
C 1.70690 1.35460 0.06731 -0.152
C 0.72375 1.63986 -1.08290 -0.172
C -0.67286 2.01542 -0.57956 -0.165
N -1.23875 0.83751 0.10373 -0.047
C -2.01295 -0.04293 -0.78634 -0.165
C -1.29452 -1.40860 -0.91549 -0.668
C -2.13236 -2.60389 -0.42283 -0.104
Cl -0.71982 -1.69297 -2.60658 0.586
C -1.93881 1.15438 1.27216 -0.617
O -1.87626 0.45676 2.21478 0.150
O -2.71193 2.24766 1.28972 0.130
H 4.63184 -1.78225 1.31713 0.083
H 3.14825 -1.46155 2.30484 0.090
H 3.04905 -2.23998 0.72473 0.080
H 1.43895 -0.62058 0.79037 0.107
H 2.12816 -0.60420 -0.83384 0.123
H 2.59603 1.96669 -0.02908 0.112
H 1.22642 1.59145 1.01338 0.111
H 1.13574 2.47891 -1.64080 0.109
H 0.68050 0.81820 -1.79239 0.084
H -1.23379 2.29259 -1.47060 0.118
H -0.54344 2.86776 0.07705 0.126
H -2.09476 0.36930 -1.78823 0.102
H -3.02918 -0.18932 -0.43793 0.125
H -0.40631 -1.35697 -0.31253 0.064
H -3.17564 -2.36709 -0.25711 0.071
H -2.01648 -3.41887 -1.12726 0.053
H -1.70052 -2.94333 0.51325 0.078
H -2.83950 2.43483 2.23104 0.134
```

---

Record 6
# C9H18CuNO11

A molecular structure, C9H18CuNO11 (ωB97M-V/def2-TZVPD, the OMol25 dataset).

Calculated values
LUMO energy (spin up / spin down), eV: 6.797 / 6.252
Total charge: -3
Spin multiplicity: 2
HOMO-LUMO gap (spin up / spin down), hartree: 0.0924 / 0.2297

XYZ file:
```
40
Properties=species:S:1:pos:R:3:mulliken_spin:R:1
Cu 0.08814 1.64023 1.19153 -0.006
O -2.28520 1.02906 1.57693 -0.012
C -2.75004 2.18729 2.08972 -0.003
O -2.03030 3.22386 2.15095 0.000
O -3.93339 2.16912 2.10219 -0.003
H -3.18006 0.69193 1.66160 -0.001
O 3.33600 3.85957 2.56927 0.000
C 2.15014 3.39965 2.32481 -0.001
O 1.30725 4.14772 1.82529 0.000
O 2.00947 2.17102 2.47249 0.000
H 3.22350 4.76841 2.28125 0.000
O -1.62637 -1.90045 2.71768 0.007
C -1.03504 -0.97506 3.56285 -0.004
O -1.37850 -0.91910 4.72681 0.000
O -0.02544 -0.38217 3.12685 0.001
H -2.26863 -2.36376 3.26030 -0.001
C -2.13762 -1.55119 -4.16705 5.792
O -1.60157 -1.13238 -2.88497 -3.111
C -1.16413 0.21384 -2.89592 -0.036
C -0.87695 0.82562 -1.51974 0.070
N 0.44155 0.31152 -0.97198 0.048
C 0.38414 -0.92905 -0.26137 -0.199
C 1.73197 -1.52938 0.07196 0.128
O 2.59663 -1.69215 -1.07731 -0.030
C 3.77852 -2.39751 -0.72298 -0.014
H -2.89978 -2.32353 -4.06360 -0.641
H -1.23218 -1.85724 -4.69109 -0.219
H -2.63517 -0.69537 -4.62324 -0.438
H -1.99602 0.81495 -3.26298 0.078
H -0.43195 0.47278 -3.66075 -0.320
H -1.66089 0.47948 -0.84615 -0.039
H -0.91478 1.91038 -1.42000 -0.011
H 1.01100 0.06072 -1.76756 -0.029
H -0.16128 -1.65595 -0.86323 0.009
H -0.23166 -0.96512 0.63729 -0.014
H 1.49689 -2.50140 0.50558 0.000
H 2.19039 -0.94169 0.86730 0.003
H 4.61602 -2.06231 -1.33482 -0.001
H 3.75645 -3.47878 -0.85882 -0.012
H 4.33902 -2.12339 0.17078 0.009
```

---

Record 7
# C9H18CuNO5SeSi

A molecular structure, C9H18CuNO5SeSi (ωB97M-V/def2-TZVPD, the OMol25 dataset).

Calculated values
LUMO energy, eV: 5.116
Total charge: -2
Spin multiplicity: 1
ΔE to the lowest compared entry with this formula, charge and spin, kcal/mol: 14.0
HOMO-LUMO gap, hartree: 0.2443

XYZ file:
```
36
Properties=species:S:1:pos:R:3:lowdin_charge:R:1
Cu -0.10151 1.29116 0.39253 0.094
O -4.09923 1.72397 0.05348 -0.085
C -4.42040 0.34629 0.03625 -0.272
C -3.51880 -0.51407 -0.79740 -0.166
N -2.11248 -0.50549 -0.31438 -0.212
C -1.94376 -1.11208 0.98120 -0.122
C -2.15280 -0.08516 2.14134 -0.668
O -2.67022 -0.63813 3.17374 -0.102
O -1.67492 1.06101 2.01139 -0.097
C -1.29674 -0.93315 -1.43127 -0.126
C -0.98997 0.34433 -2.28583 -0.678
O -1.12836 0.23663 -3.51260 -0.048
O -0.70606 1.31556 -1.55491 -0.088
H -3.22788 1.83456 0.50187 0.079
H -5.49426 0.24999 -0.35202 0.124
H -4.57461 0.06858 1.06834 0.101
H -3.52372 -0.31353 -1.85941 0.118
H -3.90031 -1.55482 -0.59941 0.118
H -0.86469 -1.48811 0.93481 0.136
H -2.61433 -1.95085 0.99455 0.092
H -1.95765 -1.62995 -1.95420 0.100
H -0.39291 -1.34535 -0.99975 0.100
C 3.49717 1.44758 -1.09782 -0.256
Si 3.38798 0.48660 0.57278 0.096
C 3.09746 -1.37524 0.02660 -0.231
C 5.16184 0.53758 1.42119 -0.261
Se 1.82190 1.34024 1.98727 0.225
H 4.34869 2.16038 -0.94636 0.013
H 2.47656 1.81798 -1.34278 0.011
H 3.69809 0.82267 -1.98462 0.006
H 3.62916 -1.66841 -0.87243 0.000
H 2.03622 -1.57919 0.02607 -0.016
H 3.59314 -1.90825 0.89576 0.016
H 6.00226 0.51443 0.65068 0.024
H 5.32377 -0.38704 1.97852 -0.008
H 5.29139 1.38928 2.05680 -0.017
```

---

| no. | maximum force (eV/Å) | total energy (eV) |
| --- | --- | --- |
| 1 | 12.54 | -132539.9539 |
| 2 | 3.48 | -88894.9313 |
| 3 | 8.15 | -88552.5063 |
| 4 | 2.85 | -111262.1114 |
| 5 | 3.10 | -29779.2798 |
| 6 | 7.15 | -78271.6651 |
| 7 | 3.33 | -139219.3772 |